This record from the Open Molecules 2025 dataset describes C28H20IrN3O2PS2 as an isolated structure. The level of theory is ωB97M-V/def2-TZVPD.

The geometry in XYZ format:
```
57
Properties=species:S:1:pos:R:3:mulliken_charge:R:1
Ir 0.5106 0.6423 -0.3568 1.031
O -3.3415 6.3827 -2.6929 -0.441
C -2.6497 6.0640 -1.7302 0.756
O -2.6525 6.9839 -0.8520 -0.380
C -1.9338 4.7632 -1.4329 0.117
C -1.2988 4.6134 -0.2045 -0.756
C -0.7870 3.3598 0.0720 0.666
N -0.7329 2.3880 -0.8555 -0.348
C -1.1178 2.6284 -2.1284 0.913
C -1.8449 3.7612 -2.3913 -0.786
C -0.6597 1.6886 -3.1631 0.404
C -1.1657 1.6231 -4.4628 -0.779
C -0.5851 0.6538 -5.2473 -0.578
C 0.3277 -0.2197 -4.6774 -0.652
C 0.7635 -0.0493 -3.3596 -0.081
N 0.2794 0.9203 -2.6572 -0.400
C -0.1696 2.9967 1.3770 0.238
C -0.5157 3.5306 2.5645 -0.738
C 0.2012 3.2080 3.7098 -0.486
C 1.2032 2.2547 3.6168 -0.575
C 1.4152 1.6480 2.3966 -0.144
N 0.7130 2.0150 1.3009 -0.209
H -1.3756 5.4715 0.4940 0.483
H -2.3004 3.9649 -3.3758 0.365
H -1.9364 2.1979 -4.8495 0.469
H -0.9709 0.4825 -6.2308 0.442
H 0.7459 -1.0683 -5.1422 0.443
H 1.4272 -0.7474 -2.9544 0.514
H -1.2673 4.2787 2.6775 0.412
H -0.1122 3.5545 4.6507 0.487
H 1.7843 1.9069 4.5261 0.334
H 2.1160 0.8330 2.3035 0.613
S -2.2569 -2.1623 2.4226 -0.469
P -0.7331 -2.3044 1.2161 1.191
S -0.9125 -1.1054 -0.5133 -0.572
C 0.8613 -2.0334 1.9508 -0.098
C 0.9737 -1.6737 3.3103 -0.419
C 2.2048 -1.3889 3.8581 -0.643
C 3.3717 -1.3345 3.0601 -0.689
C 3.2547 -1.7059 1.6950 -0.714
C 2.0614 -2.1201 1.2101 -0.022
C -0.6376 -3.9685 0.4537 0.365
C 0.2029 -4.9076 1.0398 -0.202
C 0.2795 -6.1506 0.4927 -0.864
C -0.4607 -6.3933 -0.6916 -0.343
C -1.2370 -5.4335 -1.3308 -0.746
C -1.3034 -4.1933 -0.7612 -0.309
H 0.0157 -1.5016 3.8823 0.306
H 2.2446 -1.0940 4.8951 0.485
H 4.3260 -1.1502 3.4868 0.476
H 4.1047 -1.7682 1.0603 0.477
H 1.9353 -2.4569 0.1630 0.483
H 0.7677 -4.6392 1.8947 0.530
H 0.8790 -6.8428 1.0126 0.446
H -0.3880 -7.3577 -1.1565 0.369
H -1.7762 -5.6621 -2.2546 0.396
H -1.8474 -3.3827 -1.3211 0.236
```

Summary:
2S+1   5
Molar mass   717.81 g/mol
Charge   +1
⟨S²⟩   6.019
Largest force on an atom   3.21 eV/A
LUMO energy (spin up / spin down)   -4.3 / -5.7 eV

***

This record from the Open Molecules 2025 dataset describes a 2-piece molecular cluster, C3H9NO2 overall. The level of theory is ωB97M-V/def2-TZVPD.

The geometry in XYZ format:
```
15
Properties=species:S:1:pos:R:3:mulliken_charge:R:1
C 1.5792 -0.2273 -0.0554 0.174
N 0.8943 -1.1498 0.8259 -0.282
C -0.3177 -1.6578 0.1356 -0.523
C -1.3116 -0.4482 0.0526 -0.891
O 2.2481 0.6131 0.4730 -0.526
H 1.5935 -0.6532 -1.0861 0.301
H 0.7507 -0.8639 1.7804 0.279
H -0.8281 -2.4950 0.6245 0.306
H -0.1277 -2.0488 -0.8752 0.264
H -1.2535 0.2274 0.9087 0.285
H -2.3289 -0.8093 -0.0861 0.377
H -1.1052 0.2098 -0.8049 0.234
H -0.6427 2.9600 -0.5665 0.301
H 0.6211 3.4805 -0.3486 0.305
O 0.2285 2.8624 -0.9780 -0.604
```

Summary:
2S+1   1
Molar mass   91.11 g/mol
Charge   0
Largest force on an atom   4.35 eV/A
LUMO energy   0.8 eV
SMILES   CCNC=O.O

***

Question: What is the formula in the second record?
Answer: C3H9NO2